[1]
C30H32MgN3Sb as an isolated structure, computed with ωB97M-V/def2-TZVPD.

Geometry as XYZ:
```
67
C30H32MgN3Sb | the OMol25 dataset | ωB97M-V/def2-TZVPD
Mg -0.224 -0.422 0.281
C -1.564 2.733 0.073
C -1.119 2.429 1.467
C -1.252 3.403 2.459
C -0.873 3.141 3.756
C -0.354 1.890 4.055
C -0.233 0.961 3.032
N -0.599 1.217 1.758
Sb 0.575 -0.931 3.673
C -0.818 -2.264 2.703
C -1.613 -3.041 3.535
C -2.421 -4.012 2.962
C -2.371 -4.200 1.595
C -1.553 -3.392 0.813
C -1.455 -3.590 -0.668
N -0.812 -2.415 1.367
C 2.150 -1.194 2.224
C 3.442 -1.259 2.732
C 4.479 -1.559 1.862
C 4.183 -1.822 0.539
C 2.867 -1.741 0.091
C 2.521 -2.024 -1.337
N 1.873 -1.401 0.927
H -1.783 3.796 -0.029
H -2.459 2.157 -0.170
H -0.797 2.431 -0.642
H -1.665 4.366 2.188
H -0.978 3.896 4.526
H -0.047 1.636 5.061
H -1.594 -2.889 4.607
H -3.065 -4.628 3.578
H -2.967 -4.969 1.120
H -2.067 -4.428 -0.993
H -0.418 -3.779 -0.951
H -1.780 -2.682 -1.179
H 3.625 -1.082 3.784
H 5.501 -1.609 2.218
H 4.967 -2.088 -0.160
H 3.363 -2.473 -1.862
H 2.232 -1.091 -1.826
H 1.663 -2.694 -1.394
C 1.170 2.915 -3.799
C 2.196 2.385 -2.787
C 2.821 3.566 -2.030
C 3.296 1.618 -3.531
C 1.523 1.485 -1.831
C 0.955 0.735 -1.047
H 1.651 3.582 -4.521
H 0.379 3.468 -3.287
H 0.705 2.089 -4.340
H 3.322 4.246 -2.726
H 3.553 3.207 -1.304
H 2.052 4.122 -1.491
H 3.804 2.271 -4.248
H 2.871 0.771 -4.075
H 4.037 1.235 -2.825
C -4.782 -0.026 -1.742
C -3.633 0.143 -2.508
C -2.378 -0.046 -1.934
C -2.197 -0.417 -0.588
C -3.388 -0.597 0.137
C -4.655 -0.398 -0.409
H -5.762 0.130 -2.177
H -3.718 0.432 -3.551
H -1.497 0.133 -2.550
H -3.340 -0.893 1.188
H -5.543 -0.534 0.202
```

## Properties
Charge: 0
Kohn-Sham gap (eV): 7.399
ΔE to the lowest compared entry with this formula, charge and spin (eV): 0.115
2S+1: 1
LUMO (eV): 0.00
F_max (eV/A): 0.60
Highest occupied orbital energy (eV): -7.39

Here is what Löwdin gives for the atomic charges, in e: number 1, Mg, carries 0.49; number 2, C, carries -0.01; number 3, C, carries -0.27; number 4, C, carries -0.02; number 5, C, carries -0.06; number 6, C, carries -0.14; number 7, C, carries -0.43; number 8, N, carries 0.05; number 9, Sb, carries 1.54; number 10, C, carries -0.43; number 11, C, carries -0.13; number 12, C, carries -0.06; number 13, C, carries -0.01; number 14, C, carries -0.31; number 15, C, carries -0.01; number 16, N, carries 0.03; number 17, C, carries -0.43; number 18, C, carries -0.13; number 19, C, carries -0.06; number 20, C, carries -0.02; number 21, C, carries -0.30; number 22, C, carries -0.02; number 23, N, carries 0.03; number 24, H, carries 0.08; number 25, H, carries 0.08; number 26, H, carries 0.05; number 27, H, carries 0.11; number 28, H, carries 0.11; number 29, H, carries 0.08; number 30, H, carries 0.08; number 31, H, carries 0.11; number 32, H, carries 0.12; number 33, H, carries 0.08; number 34, H, carries 0.08; number 35, H, carries 0.06; number 36, H, carries 0.08; number 37, H, carries 0.11; number 38, H, carries 0.11; number 39, H, carries 0.08; number 40, H, carries 0.05; number 41, H, carries 0.07; number 42, C, carries -0.06; number 43, C, carries -0.64; number 44, C, carries -0.06; number 45, C, carries -0.07; number 46, C, carries -0.17; number 47, C, carries -0.07; number 48, H, carries 0.08; number 49, H, carries 0.08; number 50, H, carries 0.08; number 51, H, carries 0.08; number 52, H, carries 0.08; number 53, H, carries 0.08; number 54, H, carries 0.08; number 55, H, carries 0.08; number 56, H, carries 0.08; number 57, C, carries -0.12; number 58, C, carries -0.11; number 59, C, carries -0.17; number 60, C, carries -0.25; number 61, C, carries -0.17; number 62, C, carries -0.12; number 63, H, carries 0.09; number 64, H, carries 0.09; number 65, H, carries 0.08; number 66, H, carries 0.08; number 67, H, carries 0.09

[2]
C3H5N4O as an isolated structure at a distorted geometry, computed with ωB97M-V/def2-TZVPD.

Geometry as XYZ:
```
13
C3H5N4O | the OMol25 dataset | ωB97M-V/def2-TZVPD
C -1.593 -1.034 1.494
C 1.641 1.191 -0.496
C -0.531 -0.525 -0.261
N -2.062 -1.616 0.356
N -1.459 -1.241 -0.762
N -0.483 -0.364 1.135
N 0.903 0.632 -1.437
O 1.242 1.617 0.564
H -1.744 -1.349 2.519
H 2.702 1.177 -0.834
H 0.284 0.233 1.632
H 1.089 0.232 -2.429
H 0.010 1.046 -1.481
```

## Properties
Charge: +1
Kohn-Sham gap (eV): 7.735
ΔE to the lowest compared entry with this formula, charge and spin (eV): 4.782
2S+1: 1
LUMO (eV): -7.39
F_max (eV/A): 6.55
Highest occupied orbital energy (eV): -15.13

Here is what Löwdin gives for the atomic charges, in e: number 1, C, carries -0.06; number 2, C, carries -0.34; number 3, C, carries -0.03; number 4, N, carries 0.07; number 5, N, carries 0.09; number 6, N, carries 0.13; number 7, N, carries 0.20; number 8, O, carries 0.09; number 9, H, carries 0.15; number 10, H, carries 0.17; number 11, H, carries 0.20; number 12, H, carries 0.23; number 13, H, carries 0.11

[3]
A 9-piece molecular cluster, C29H52F2N3O9S2 overall at a distorted geometry, computed with ωB97M-V/def2-TZVPD.

Geometry as XYZ:
```
97
C29H52F2N3O9S2 | the OMol25 dataset | ωB97M-V/def2-TZVPD
C -2.159 -4.275 -1.434
C -1.192 -4.688 -0.256
O -1.679 -5.445 0.597
N 0.093 -3.888 -0.200
H 0.453 -3.579 -1.234
H -0.158 -2.958 0.202
C 1.052 -4.589 0.624
H -2.769 -3.546 -1.047
H -2.402 -5.112 -1.891
H -1.612 -3.735 -2.172
H 0.893 -4.668 1.781
H 1.910 -4.046 0.579
H 1.398 -5.561 0.376
C -1.676 -0.460 3.837
C -3.052 -0.994 3.388
O -4.112 -0.769 4.038
N -3.101 -1.886 2.139
H -3.550 -1.438 1.414
H -2.036 -2.026 1.812
C -3.943 -2.933 2.350
H -1.695 -0.034 4.839
H -1.430 0.326 3.154
H -0.918 -1.180 3.706
H -4.864 -2.753 2.853
H -3.624 -3.845 2.758
H -4.108 -3.248 1.188
C 2.605 -0.689 -0.506
C 1.312 0.136 -0.520
O 1.310 1.267 -0.041
N 0.093 -0.528 -0.945
H 0.364 -1.355 -1.640
H -0.362 -0.842 0.043
C -0.866 0.345 -1.725
H 2.965 -0.416 -1.472
H 2.265 -1.819 -0.575
H 3.175 -0.589 0.331
H -1.259 1.070 -0.870
H -1.886 -0.152 -1.951
H -0.525 0.950 -2.357
O -0.710 -1.819 1.185
H -0.084 -2.054 1.927
O 0.639 -2.505 -2.447
H 0.510 -2.609 -3.348
F 7.390 -1.522 -4.496
C 6.179 -1.142 -4.799
C 5.844 -0.369 -5.935
C 4.504 -0.082 -6.242
C 3.531 -0.490 -5.453
C 3.799 -1.356 -4.346
C 5.078 -1.659 -4.085
H 6.659 0.109 -6.226
H 4.109 0.394 -7.280
H 2.457 -0.151 -5.627
H 3.085 -1.943 -3.762
H 5.380 -2.453 -3.463
F -1.315 3.631 -3.612
C -1.902 2.704 -4.374
C -2.825 1.766 -3.754
C -3.559 0.897 -4.577
C -3.377 0.760 -5.928
C -2.480 1.692 -6.559
C -1.810 2.674 -5.808
H -3.262 1.577 -2.731
H -4.222 0.174 -4.044
H -3.662 -0.051 -6.486
H -2.010 1.635 -7.515
H -1.081 3.380 -6.259
C 3.586 1.342 3.237
C 2.453 0.552 3.949
C 1.891 1.410 4.951
S 3.091 2.574 5.493
O 3.653 2.203 6.782
O 2.618 3.983 5.257
C 4.325 2.090 4.302
H 3.038 1.966 2.396
H 4.074 0.643 2.553
H 2.985 -0.395 4.295
H 1.830 -0.105 3.431
H 1.459 0.770 5.794
H 0.999 1.975 4.653
H 4.992 1.303 4.644
H 4.976 2.892 4.022
C -2.939 3.540 1.271
C -1.489 3.714 1.862
C -1.587 4.474 3.100
S -2.912 3.715 4.020
O -3.619 4.857 4.586
O -2.459 2.718 4.987
C -3.745 3.082 2.557
H -3.125 2.604 0.490
H -3.162 4.455 1.038
H -0.601 4.036 1.257
H -1.269 2.716 2.179
H -1.767 5.635 2.838
H -0.598 4.602 3.632
H -4.728 3.343 2.411
H -3.720 2.112 2.904
```

## Properties
Charge: +1
Kohn-Sham gap (eV): 7.526
ΔE to the lowest compared entry with this formula, charge and spin (eV): 1.164
2S+1: 1
LUMO (eV): -3.43
F_max (eV/A): 11.50
Highest occupied orbital energy (eV): -10.95

Here is what Löwdin gives for the atomic charges, in e: number 1, C, carries 0.06; number 2, C, carries -0.30; number 3, O, carries 0.11; number 4, N, carries 0.02; number 5, H, carries 0.14; number 6, H, carries 0.07; number 7, C, carries -0.05; number 8, H, carries 0.05; number 9, H, carries 0.04; number 10, H, carries 0.06; number 11, H, carries 0.15; number 12, H, carries 0.05; number 13, H, carries 0.10; number 14, C, carries 0.03; number 15, C, carries -0.26; number 16, O, carries 0.12; number 17, N, carries 0.02; number 18, H, carries 0.14; number 19, H, carries 0.10; number 20, C, carries -0.07; number 21, H, carries 0.10; number 22, H, carries 0.07; number 23, H, carries 0.05; number 24, H, carries 0.10; number 25, H, carries 0.09; number 26, H, carries 0.16; number 27, C, carries 0.06; number 28, C, carries -0.41; number 29, O, carries 0.10; number 30, N, carries 0.00; number 31, H, carries 0.04; number 32, H, carries 0.12; number 33, C, carries 0.00; number 34, H, carries 0.08; number 35, H, carries 0.11; number 36, H, carries 0.04; number 37, H, carries 0.12; number 38, H, carries 0.12; number 39, H, carries -0.01; number 40, O, carries -0.30; number 41, H, carries 0.06; number 42, O, carries -0.30; number 43, H, carries -0.05; number 44, F, carries 0.12; number 45, C, carries -0.28; number 46, C, carries 0.01; number 47, C, carries -0.12; number 48, C, carries -0.14; number 49, C, carries -0.09; number 50, C, carries -0.05; number 51, H, carries 0.07; number 52, H, carries 0.16; number 53, H, carries 0.12; number 54, H, carries 0.09; number 55, H, carries 0.10; number 56, F, carries 0.06; number 57, C, carries -0.25; number 58, C, carries -0.05; number 59, C, carries -0.13; number 60, C, carries -0.07; number 61, C, carries -0.05; number 62, C, carries -0.02; number 63, H, carries 0.11; number 64, H, carries 0.11; number 65, H, carries 0.07; number 66, H, carries 0.10; number 67, H, carries 0.12; number 68, C, carries -0.23; number 69, C, carries -0.27; number 70, C, carries -0.28; number 71, S, carries 0.73; number 72, O, carries -0.32; number 73, O, carries -0.34; number 74, C, carries -0.23; number 75, H, carries 0.15; number 76, H, carries 0.10; number 77, H, carries 0.14; number 78, H, carries 0.07; number 79, H, carries 0.15; number 80, H, carries 0.10; number 81, H, carries 0.12; number 82, H, carries 0.11; number 83, C, carries -0.12; number 84, C, carries -0.27; number 85, C, carries -0.28; number 86, S, carries 0.69; number 87, O, carries -0.33; number 88, O, carries -0.32; number 89, C, carries -0.20; number 90, H, carries 0.16; number 91, H, carries 0.04; number 92, H, carries 0.14; number 93, H, carries 0.07; number 94, H, carries 0.17; number 95, H, carries 0.13; number 96, H, carries 0.08; number 97, H, carries 0.04

[4]
An isolated molecule of C2H5N3OS at a distorted geometry, computed with ωB97M-V/def2-TZVPD.

Geometry as XYZ:
```
12
C2H5N3OS | the OMol25 dataset | ωB97M-V/def2-TZVPD
H -2.483 0.982 -0.270
N -1.444 0.962 -0.180
C -0.979 -0.217 0.052
N -1.638 -1.448 0.078
O 0.308 -0.437 0.249
N 1.059 0.697 0.261
C 2.364 0.635 0.037
S 3.327 -0.721 -0.063
H -1.131 -2.297 -0.102
H -2.589 -1.426 -0.185
H 0.440 1.600 0.129
H 2.765 1.672 -0.005
```

## Properties
Charge: 0
Kohn-Sham gap (eV): 8.929
ΔE to the lowest compared entry with this formula, charge and spin (eV): 2.766
2S+1: 1
LUMO (eV): 0.61
F_max (eV/A): 3.41
Highest occupied orbital energy (eV): -8.32

Here is what Löwdin gives for the atomic charges, in e: number 1, H, carries 0.07; number 2, N, carries 0.11; number 3, C, carries -0.54; number 4, N, carries 0.16; number 5, O, carries -0.01; number 6, N, carries -0.07; number 7, C, carries -0.71; number 8, S, carries 0.55; number 9, H, carries 0.11; number 10, H, carries 0.08; number 11, H, carries 0.18; number 12, H, carries 0.08

What is the F_max in the fourth record?
3.41 eV/A